# 1
ORCA calculation (ωB97M-V/def2-TZVPD) on an isolated molecule of C22H30N4O2.

Last column: Mulliken charge in e.
Cartesian coordinates (Å):
C  -2.734  -0.091  2.433  -1.702
H  -2.197  0.850  2.510  0.356
H  -2.028  -0.883  2.198  0.335
H  -3.176  -0.302  3.404  0.500
C  -3.841  -0.050  1.379  0.624
N  -3.308  0.123  0.032  0.696
C  -2.365  1.212  -0.139  -1.430
H  -2.422  1.937  0.684  0.228
C  -0.926  0.679  -0.258  -0.336
N  0.025  1.754  -0.402  0.117
C  0.688  2.013  -1.552  0.514
O  0.550  1.359  -2.563  -0.660
C  1.687  3.157  -1.424  -0.742
H  1.786  3.658  -2.387  0.399
H  1.363  3.875  -0.671  0.318
C  3.054  2.577  -1.026  -0.764
N  2.914  1.634  0.067  0.592
N  2.905  0.370  -0.296  -0.759
C  2.689  -0.570  0.578  0.731
C  2.471  -0.245  1.951  -0.498
C  2.471  1.055  2.323  -0.836
C  2.665  2.108  1.349  0.485
O  2.603  3.308  1.566  -0.684
H  2.295  1.367  3.341  0.462
H  2.286  -1.031  2.667  0.405
C  2.643  -1.943  0.068  0.637
C  3.023  -3.029  0.853  -0.440
C  2.964  -4.312  0.340  -0.730
C  2.523  -4.525  -0.956  -0.383
C  2.146  -3.449  -1.743  -0.736
C  2.205  -2.164  -1.238  -0.374
H  1.909  -1.318  -1.838  0.482
H  1.802  -3.613  -2.753  0.401
H  2.476  -5.529  -1.351  0.388
H  3.267  -5.148  0.953  0.384
H  3.390  -2.872  1.857  0.400
H  3.486  2.024  -1.860  0.418
H  3.718  3.383  -0.706  0.391
H  0.140  2.376  0.384  0.310
H  -0.845  0.054  -1.149  0.250
H  -0.666  0.080  0.617  0.124
H  -2.579  1.758  -1.062  0.469
C  -4.311  0.069  -1.026  -0.155
C  -5.049  -1.271  -0.971  -0.962
C  -5.686  -1.489  0.394  -0.704
C  -4.601  -1.380  1.455  -1.061
H  -5.035  -1.484  2.452  0.386
H  -3.882  -2.188  1.309  0.348
H  -6.465  -0.747  0.575  0.340
H  -6.153  -2.475  0.438  0.371
H  -5.803  -1.301  -1.759  0.379
H  -4.328  -2.069  -1.155  0.344
H  -3.751  0.099  -1.968  0.428
C  -5.299  1.248  -1.035  -1.413
H  -5.909  1.266  -0.137  0.329
H  -5.958  1.164  -1.896  0.451
H  -4.769  2.195  -1.103  0.363
H  -4.531  0.775  1.644  0.212

Output
E_HOMO: -8.36 eV
Spin multiplicity: 1
Frontier orbital gap: 8.41 eV
LUMO: 0.0018 Ha
Energy relative to the best compared isomer or geometry (same formula, charge and spin): 210.7 kJ/mol
SMILES: C[C@@H]1CCC[C@@H](C)N1CCNC(=O)CCn1nc(-c2ccccc2)ccc1=O


# 2
ORCA calculation (ωB97M-V/def2-TZVPD) on an isolated molecule of C11H17N3O2S.

Last column: Mulliken charge in e.
Cartesian coordinates (Å):
C  -0.896  -3.579  -4.071  -1.123
C  -1.956  -3.425  -2.990  -0.269
H  -2.065  -4.343  -2.407  0.332
H  -2.916  -3.152  -3.439  0.318
O  -1.593  -2.422  -2.040  -0.437
C  -1.878  -1.140  -2.376  0.513
O  -2.431  -0.850  -3.409  -0.634
C  -1.463  -0.159  -1.370  0.384
C  -1.747  1.187  -1.619  -0.521
N  -1.430  2.166  -0.801  -0.623
C  -0.804  1.809  0.318  0.321
N  -0.473  0.582  0.676  -0.332
C  -0.787  -0.421  -0.149  0.415
N  -0.418  -1.644  0.255  -0.305
H  0.055  -1.730  1.138  0.183
H  -0.633  -2.445  -0.310  0.260
S  -0.408  3.117  1.387  -0.150
C  0.427  2.225  2.745  -0.891
C  1.859  1.825  2.404  0.910
C  2.735  3.057  2.199  -1.505
H  3.739  2.765  1.904  0.403
H  2.799  3.632  3.121  0.343
H  2.318  3.695  1.424  0.392
C  2.416  0.946  3.522  -1.575
H  2.435  1.495  4.462  0.348
H  3.430  0.634  3.287  0.411
H  1.804  0.057  3.656  0.370
H  1.836  1.243  1.477  0.101
H  -0.183  1.350  2.960  0.376
H  0.406  2.912  3.590  0.490
H  -2.258  1.463  -2.531  0.493
H  -0.815  -2.658  -4.642  0.320
H  0.070  -3.807  -3.627  0.294
H  -1.177  -4.385  -4.743  0.384

Output
E_HOMO: -8.56 eV
Spin multiplicity: 1
Frontier orbital gap: 9.02 eV
LUMO: 0.0167 Ha
Energy relative to the best compared isomer or geometry (same formula, charge and spin): 0.0 kJ/mol
SMILES: CCOC(=O)c1cnc(SCC(C)C)nc1N


# 3
ORCA calculation (ωB97M-V/def2-TZVPD) on a structure of composition C49H54AsBIN13O6Rb.

Last column: Mulliken spin population.
Cartesian coordinates (Å):
Rb  -0.255  0.652  0.270  0.039
C  -1.712  -4.711  -3.302  -0.002
C  -1.619  -4.753  -1.807  0.004
N  -1.626  -5.918  -1.197  0.002
C  -1.551  -5.952  0.152  -0.002
C  -1.546  -4.815  0.930  0.003
C  -1.576  -4.926  2.435  0.002
O  -2.806  -4.512  3.027  0.001
C  -1.577  -3.560  0.301  -0.023
C  -1.741  -2.349  1.129  -0.002
N  -2.591  -1.402  1.058  -0.002
C  -3.694  -1.292  0.191  -0.001
C  -4.280  -2.351  -0.510  0.005
C  -5.414  -2.165  -1.280  0.000
C  -5.996  -0.909  -1.374  0.000
C  -5.457  0.149  -0.659  0.000
C  -4.336  -0.047  0.132  0.000
I  -3.683  1.551  1.307  0.000
C  -1.511  -3.477  -1.123  0.005
O  -1.355  -2.401  -1.757  -0.013
H  -1.904  -5.712  -3.686  0.000
H  -0.785  -4.325  -3.739  0.002
H  -2.503  -4.023  -3.611  0.000
H  -1.547  -6.936  0.610  0.000
H  -0.741  -4.365  2.874  0.000
H  -1.462  -5.974  2.714  0.000
H  -2.951  -3.581  2.819  -0.001
H  -1.039  -2.253  1.967  -0.009
H  -3.844  -3.337  -0.438  -0.003
H  -5.840  -3.007  -1.813  0.000
H  -6.876  -0.753  -1.988  0.000
H  -5.905  1.132  -0.714  0.000
C  -1.915  -0.563  4.245  0.000
C  -0.475  -0.155  4.230  -0.003
C  0.550  -0.601  5.090  -0.001
C  1.651  0.131  4.724  0.005
N  1.288  0.950  3.710  -0.001
N  -0.022  0.771  3.397  0.001
B  2.226  1.997  3.053  0.004
N  1.505  3.221  2.460  0.000
C  2.148  4.215  1.803  0.000
C  1.207  5.111  1.364  0.000
C  -0.024  4.558  1.785  0.000
C  -1.410  5.056  1.532  0.000
N  0.171  3.430  2.446  0.000
N  3.078  1.382  1.896  0.002
C  4.348  0.932  1.887  -0.001
C  4.683  0.639  0.583  0.000
C  3.521  0.932  -0.155  0.005
C  3.285  0.819  -1.629  -0.003
N  2.563  1.383  0.641  -0.001
N  3.178  2.556  4.168  0.000
C  2.976  3.694  4.861  0.000
C  3.926  3.762  5.856  0.000
C  4.680  2.584  5.698  0.000
C  5.852  2.113  6.503  0.000
N  4.219  1.864  4.688  0.000
H  -2.049  -1.446  4.874  0.000
H  -2.279  -0.781  3.242  -0.001
H  -2.539  0.240  4.644  0.000
H  0.490  -1.356  5.858  0.000
H  2.661  0.123  5.099  0.000
H  3.221  4.208  1.694  0.000
H  1.372  6.012  0.794  0.000
H  -1.414  6.134  1.363  0.000
H  -2.054  4.825  2.382  0.000
H  -1.834  4.568  0.650  0.000
H  4.913  0.860  2.800  0.000
H  5.624  0.260  0.215  -0.001
H  4.225  0.671  -2.162  0.000
H  2.803  1.722  -2.001  0.000
H  2.626  -0.021  -1.864  0.005
H  2.177  4.369  4.602  0.000
H  4.058  4.539  6.591  0.000
H  6.072  2.820  7.303  0.000
H  6.743  2.012  5.880  0.000
H  5.652  1.137  6.949  0.000
C  -5.465  0.580  -5.191  0.000
O  -5.072  1.934  -5.270  0.000
C  -4.097  2.342  -4.388  0.000
C  -3.620  3.659  -4.600  0.000
C  -2.622  4.124  -3.786  0.000
C  -2.064  3.368  -2.735  0.000
C  -0.917  3.857  -1.992  -0.001
C  -0.351  5.236  -2.340  0.000
O  -0.340  3.220  -1.117  -0.001
C  -2.608  2.048  -2.452  -0.001
O  -2.261  1.344  -1.486  -0.007
C  -3.618  1.565  -3.373  0.000
H  -6.137  0.404  -6.031  0.000
H  -5.990  0.364  -4.256  0.000
H  -4.604  -0.089  -5.263  0.000
H  -4.041  4.256  -5.399  0.000
H  -2.249  5.127  -3.965  0.000
H  -0.092  5.308  -3.398  0.000
H  0.539  5.388  -1.732  0.000
H  -1.076  6.022  -2.116  0.000
H  -3.973  0.563  -3.181  0.000
N  3.370  -0.627  -7.491  0.000
C  2.689  -0.400  -6.593  0.000
C  1.831  -0.110  -5.469  0.001
C  1.602  1.209  -5.094  0.000
C  0.772  1.438  -4.007  -0.001
N  0.191  0.462  -3.320  0.000
C  0.399  -0.800  -3.692  0.022
C  1.219  -1.137  -4.761  0.004
H  2.063  2.024  -5.634  0.000
H  0.567  2.447  -3.664  0.000
H  -0.133  -1.554  -3.112  -0.011
H  1.378  -2.171  -5.041  0.000
O  3.489  -2.255  3.348  0.066
C  2.523  -2.148  2.670  0.067
N  1.534  -2.049  1.990  0.173
C  3.736  -2.644  -0.085  0.017
As  1.893  -3.231  0.151  0.374
C  1.674  -4.006  -1.670  0.316
C  2.145  -4.869  1.170  0.005
H  4.384  -3.523  -0.091  0.010
H  4.034  -1.970  0.710  -0.004
H  3.827  -2.124  -1.038  -0.003
H  2.598  -4.545  -1.889  0.012
H  1.524  -3.199  -2.386  -0.025
H  0.821  -4.678  -1.687  -0.031
H  2.509  -5.660  0.514  0.003
H  1.199  -5.177  1.609  -0.002
H  2.863  -4.679  1.966  0.002

Output
E_HOMO (spin up / spin down): -2.47 / -2.47 eV
Spin multiplicity: 2
Frontier orbital gap (spin up / spin down): 6.04 / 5.13 eV
LUMO (spin up / spin down): 0.1311 / 0.0976 Ha
Energy relative to the best compared isomer or geometry (same formula, charge and spin): 20.9 kJ/mol
Net charge: -2


# 4
ORCA calculation (ωB97M-V/def2-TZVPD) on a cluster of 2 separate species, C23H38I2N2O6P in total.

Last column: Mulliken charge in e.
Cartesian coordinates (Å):
C  3.836  2.119  4.050  -1.305
C  3.084  0.859  3.697  0.049
O  2.984  0.793  2.262  -0.394
C  2.006  -0.073  1.798  -1.219
O  2.474  -0.448  0.523  -0.471
C  1.620  -1.213  -0.296  2.051
O  1.501  -2.522  0.189  -0.453
C  2.274  -1.283  -1.691  -0.941
C  3.761  -1.100  -1.552  0.396
O  4.305  -0.088  -1.883  -0.554
O  4.419  -2.160  -1.025  -0.496
C  0.225  -0.561  -0.422  -2.507
N  0.097  0.712  0.329  0.613
O  -1.252  1.134  0.485  1.040
C  -2.073  1.010  -0.708  -1.108
C  -3.325  1.846  -0.534  0.013
C  -4.073  1.409  0.727  -1.629
C  -3.123  3.364  -0.657  0.533
C  -2.585  4.071  0.582  -1.042
C  -2.306  3.736  -1.894  -1.509
P  1.042  2.069  -0.560  0.308
N  1.034  1.890  -2.089  -0.705
C  0.649  0.674  1.764  0.500
C  -0.368  0.199  2.744  -1.335
I  -0.801  -1.851  2.825  0.103
C  -1.018  0.996  3.600  0.744
C  -2.050  0.567  4.592  -1.586
I  -0.589  3.049  3.696  0.036
H  3.204  2.998  3.940  0.278
H  4.667  2.235  3.357  0.314
H  4.234  2.065  5.058  0.405
H  3.645  -0.015  4.034  0.366
H  2.090  0.856  4.148  0.114
H  1.948  -0.941  2.462  0.362
H  2.033  -2.624  0.984  0.552
H  2.033  -2.250  -2.124  0.449
H  1.949  -0.481  -2.341  0.469
H  4.905  -1.856  -0.246  0.367
H  0.060  -0.344  -1.472  0.794
H  -0.552  -1.245  -0.097  0.260
H  -1.529  1.275  -1.614  0.550
H  -2.386  -0.031  -0.797  0.298
H  -3.936  1.552  -1.391  0.484
H  -5.119  1.699  0.671  0.400
H  -3.633  1.809  1.636  0.248
H  -4.060  0.321  0.802  0.442
H  -4.123  3.774  -0.824  0.413
H  -3.188  3.861  1.463  0.366
H  -1.558  3.777  0.802  -0.167
H  -2.620  5.147  0.427  0.448
H  -1.231  3.737  -1.712  0.286
H  -2.533  3.094  -2.743  0.360
H  -2.560  4.752  -2.194  0.466
H  0.309  3.134  -0.037  0.072
H  2.266  2.020  0.110  0.052
H  1.975  1.755  -2.450  0.364
H  0.888  1.710  1.995  0.807
H  -1.592  -0.056  5.360  0.389
H  -2.516  1.421  5.069  0.461
H  -2.836  -0.002  4.096  0.403
C  0.699  -5.497  -2.866  -0.549
C  0.770  -6.210  -4.054  -0.359
C  -0.095  -5.910  -5.097  -0.423
C  -1.029  -4.893  -4.955  -0.395
C  -1.099  -4.179  -3.768  -0.395
C  -0.238  -4.484  -2.722  -0.217
H  1.373  -5.732  -2.052  0.388
H  1.500  -7.000  -4.167  0.372
H  -0.042  -6.469  -6.021  0.368
H  -1.702  -4.659  -5.769  0.371
H  -1.829  -3.386  -3.658  0.360
H  -0.292  -3.925  -1.795  0.473

Output
E_HOMO: -11.23 eV
Spin multiplicity: 1
Frontier orbital gap: 8.27 eV
LUMO: -0.1087 Ha
Net charge: +1


# 5
ORCA calculation (ωB97M-V/def2-TZVPD) on a cluster of 3 separate species, C3H6N2O2S in total.

Last column: Mulliken charge in e.
Cartesian coordinates (Å):
C  2.274  -1.540  3.176  0.103
C  -0.251  2.034  -1.237  -0.337
C  -0.084  0.151  0.189  -0.808
N  1.874  -2.617  3.184  -0.365
N  0.369  0.907  -0.935  -0.228
O  3.098  -0.014  -2.342  -0.333
O  3.032  -0.455  0.116  -0.364
S  3.397  0.390  -1.013  0.671
H  2.718  -0.624  2.933  0.273
H  0.035  2.546  -2.135  0.265
H  -1.158  2.486  -0.791  0.205
H  -0.985  0.576  0.644  0.356
H  -0.079  -0.878  0.010  0.338
H  0.612  0.289  0.974  0.226

Output
E_HOMO: -10.21 eV
Spin multiplicity: 1
Frontier orbital gap: 9.29 eV
LUMO: -0.0339 Ha
Energy relative to the best compared isomer or geometry (same formula, charge and spin): 355.5 kJ/mol


Q: Which E values were calculated for the entries above? A: -1225.847631 -1142.346899 -5645.467373 -2396.536074 -776.004759, in Ha.